# 1
{"formula": "C20H34N6O6RuSSe", "method": "ωB97M-V/def2-TZVPD", "elements": ["Ru", "Se", "S", "O", "O", "O", "O", "O", "O", "N", "N", "N", "N", "N", "N", "C", "C", "C", "C", "C", "C", "C", "C", "C", "C", "C", "C", "C", "C", "C", "C", "C", "C", "C", "C", "H", "H", "H", "H", "H", "H", "H", "H", "H", "H", "H", "H", "H", "H", "H", "H", "H", "H", "H", "H", "H", "H", "H", "H", "H", "H", "H", "H", "H", "H", "H", "H", "H", "H"], "xyz": [[-1.57, 0.84, -0.97], [-0.07, 2.27, -4.47], [2.22, 1.97, 3.58], [0.06, 2.54, -0.51], [0.86, 0.54, -0.91], [-1.06, -0.56, -2.80], [3.56, 2.46, 3.50], [1.41, 2.24, 4.73], [-1.53, -2.54, -1.88], [1.31, 2.60, 2.27], [-3.44, 1.96, 0.19], [1.35, -0.99, -3.28], [-1.15, 0.76, 1.49], [-2.22, 2.20, -2.51], [-3.43, -0.69, -0.79], [0.56, -2.99, -4.36], [0.59, -2.24, -3.01], [3.31, -1.77, 2.55], [2.10, 3.19, 1.19], [1.18, -0.54, 3.81], [2.34, 2.15, 0.09], [-2.31, 1.20, 2.28], [1.00, 1.72, -0.49], [2.26, -2.55, 3.05], [-0.82, -1.77, -2.50], [0.96, -1.92, -5.38], [2.32, -4.04, 2.96], [-3.05, 2.32, 1.55], [-1.36, 2.25, -3.31], [3.29, -0.40, 2.68], [1.99, -1.10, -4.60], [1.20, -1.91, 3.68], [2.22, 0.21, 3.30], [-4.70, 1.24, 0.01], [-4.51, -0.28, 0.10], [-4.26, -0.58, 1.11], [4.12, 0.21, 2.34], [1.38, -2.34, -6.29], [2.93, -1.64, -4.52], [0.70, 3.28, 2.71], [2.84, 1.27, 0.49], [1.36, -4.48, 3.18], [0.39, -2.51, 4.08], [0.39, -0.03, 4.34], [-0.38, 1.43, 1.62], [-3.94, 2.59, 2.15], [1.96, -0.72, -2.51], [-3.72, -0.63, -1.77], [-3.47, 2.81, -0.38], [0.10, -1.30, -5.64], [3.05, -4.42, 3.67], [-5.45, 1.56, 0.74], [1.06, -2.83, -2.22], [3.05, 3.54, 1.58], [4.14, -2.26, 2.06], [1.54, 4.02, 0.76], [-2.00, 1.57, 3.26], [-5.07, 1.48, -0.99], [-3.09, -1.64, -0.63], [2.64, -4.35, 1.96], [-0.83, -0.15, 1.79], [-5.47, -0.75, -0.16], [-2.38, 3.18, 1.49], [2.95, 2.59, -0.70], [2.16, -0.11, -5.03], [0.55, -0.29, -3.29], [-0.42, -3.42, -4.56], [-2.97, 0.34, 2.44], [1.29, -3.80, -4.36]], "e_lumo_ev": [-2.208, -4.769], "charge": 1, "multiplicity": 6, "orbital_gap_ev": [8.772, 6.146]}


# 2
{"formula": "C20H35ClCuN5O4", "method": "ωB97M-V/def2-TZVPD", "elements": ["Cu", "Cl", "O", "O", "O", "O", "N", "N", "N", "N", "N", "C", "C", "C", "C", "C", "C", "C", "C", "C", "C", "C", "C", "C", "C", "C", "C", "C", "C", "C", "C", "H", "H", "H", "H", "H", "H", "H", "H", "H", "H", "H", "H", "H", "H", "H", "H", "H", "H", "H", "H", "H", "H", "H", "H", "H", "H", "H", "H", "H", "H", "H", "H", "H", "H", "H"], "xyz": [[0.86, 0.29, 0.78], [-1.83, -0.04, 3.09], [-2.44, -1.16, 2.37], [-0.76, -0.49, 3.92], [-1.24, 0.83, 2.03], [-2.78, 0.71, 3.89], [2.14, 2.04, 2.23], [1.96, -1.79, 1.82], [0.06, 1.77, -1.07], [-0.16, -1.63, -0.44], [2.90, 0.17, -0.56], [1.80, 3.81, 4.07], [-0.70, -2.61, -0.77], [-3.05, 3.88, -1.80], [0.87, -0.82, -3.75], [2.97, 0.63, -3.15], [0.98, -4.85, 3.31], [1.30, -2.49, 2.49], [-1.31, -3.87, -1.11], [-2.52, -3.42, -3.27], [2.02, 2.83, 3.04], [0.45, -5.70, 2.14], [-1.73, 4.63, -1.87], [0.50, -3.40, 3.36], [-0.20, 2.66, -1.74], [-1.41, -4.21, -2.61], [1.24, 5.12, 3.57], [0.13, 4.86, 2.53], [2.94, 0.36, -1.70], [-0.62, 3.82, -2.51], [2.34, -0.53, -3.98], [0.63, -1.26, -2.78], [-2.25, -2.37, -3.35], [2.88, -1.48, -3.86], [0.58, -6.77, 2.32], [0.39, -1.40, -4.54], [2.44, -0.32, -5.04], [-1.40, 4.94, -0.88], [0.31, 4.35, 1.59], [2.06, 5.74, 3.22], [0.68, -3.15, 4.41], [-1.85, 5.52, -2.48], [-0.27, 5.81, 2.18], [3.94, 0.84, -3.60], [-1.64, -5.27, -2.71], [-0.70, 4.36, 3.03], [-0.63, -5.56, 2.11], [-0.46, -4.02, -3.12], [2.07, -4.92, 3.35], [2.72, 3.97, 4.63], [0.94, 5.69, 4.45], [2.41, 1.56, -3.25], [-0.56, -3.25, 3.17], [-2.81, -3.79, -4.25], [-3.88, 4.44, -1.37], [-0.65, -4.64, -0.70], [-3.02, 3.07, -1.08], [-3.43, -3.58, -2.70], [-0.92, 3.37, -3.46], [0.31, 4.35, -2.73], [0.86, -5.39, 1.17], [1.11, 3.42, 4.81], [-2.29, -3.96, -0.65], [0.78, -5.31, 4.28], [-3.37, 3.51, -2.77], [0.30, 0.11, -3.70]], "e_lumo_ev": 0.388, "charge": 0, "multiplicity": 1, "orbital_gap_ev": 8.432}


| no. | energy (Ha) |
| --- | --- |
| 1 | -4456.79081 |
| 2 | -3458.16496 |